# 1
# C31H30NO3

A cluster of 2 separate species, C31H30NO3 in total (wB97M-V/def2-TZVPD, OMol25).

Last column: Löwdin charge in e.
Geometry (Å):
C: 0.4482 0.6821 -1.5369  0.018
C: 0.5299 1.6358 -0.3834  -0.486
N: -0.7036 2.1951 -0.0334  0.065
C: -0.8770 3.5651 0.0021  -0.278
C: -2.1167 4.0515 0.6424  -0.119
C: -2.6815 5.2533 0.3265  -0.005
C: -4.0242 5.6620 0.8442  -0.164
C: -4.9278 4.4279 1.1000  -0.140
C: -4.1985 3.2867 1.7353  -0.170
C: -4.9236 2.2643 2.3514  -0.039
C: -4.2615 1.1760 2.9299  -0.082
C: -2.8522 1.1455 2.9497  -0.086
C: -2.1324 2.1627 2.3239  -0.045
C: -2.7975 3.1597 1.5866  -0.129
C: 0.0900 4.2945 -0.6100  0.092
O: 1.5781 1.9242 0.1896  0.072
H: -0.3062 0.9166 -2.3095  0.109
H: 1.4355 0.6558 -1.9968  0.086
H: 0.1830 -0.3089 -1.1088  0.063
H: -1.4737 1.5515 -0.0945  0.148
H: -2.1401 5.9704 -0.2859  0.110
H: -3.9333 6.1957 1.8109  0.128
H: -4.5223 6.3317 0.1294  0.115
H: -5.7725 4.7160 1.7386  0.121
H: -5.3574 4.0806 0.1465  0.129
H: -6.0140 2.3439 2.3926  0.118
H: -4.8392 0.3411 3.3315  0.100
H: -2.3204 0.3434 3.4628  0.097
H: -1.0422 2.1699 2.3903  0.119
H: -0.0736 5.3668 -0.6656  0.061
H: 1.0050 3.8536 -0.9901  0.065
C: 3.9429 -0.0229 -5.4177  -0.092
C: 2.8616 -1.0584 -5.0887  -0.086
C: 3.1311 -1.3609 -3.6512  -0.141
C: 4.2050 -0.5559 -3.2059  -0.184
O: 4.7147 0.2397 -4.1860  0.017
C: 4.5304 -0.4610 -1.8382  0.041
C: 3.6117 -0.9113 -0.9172  0.006
C: 2.4501 -1.6205 -1.3583  -0.236
C: 1.2974 -1.9118 -0.5602  0.058
C: 1.3623 -2.7039 0.6196  -0.170
C: 0.2198 -3.5217 0.8615  0.058
C: 0.2518 -4.4927 1.8375  -0.133
C: 1.4447 -4.7382 2.5679  -0.170
O: 1.3462 -5.7581 3.4660  0.031
C: -0.0265 -6.3136 3.3382  -0.083
C: -0.8050 -5.4265 2.3533  -0.084
C: 2.5787 -3.9227 2.3765  0.049
C: 2.5166 -2.9038 1.4499  0.036
C: 2.3314 -1.9771 -2.7208  0.040
H: 4.6539 -0.4095 -6.1618  0.132
H: 3.5223 0.9358 -5.7558  0.134
H: 1.8503 -0.6368 -5.2315  0.132
H: 2.9353 -1.9406 -5.7391  0.129
H: 5.4778 -0.0090 -1.5599  0.133
H: 3.7326 -0.6675 0.1439  0.125
H: 0.3953 -2.1636 -1.1346  0.122
H: -0.6474 -3.4626 0.2027  0.138
H: 0.0740 -7.3431 2.9680  0.132
H: -0.4662 -6.3482 4.3420  0.133
H: -1.6053 -4.8652 2.8717  0.135
H: -1.2815 -6.0108 1.5479  0.133
H: 3.4882 -4.1587 2.9336  0.138
H: 3.3755 -2.2446 1.3162  0.112
H: 1.5517 -2.6685 -3.0389  0.141

Computed properties:
highest occupied orbital energy	-9.63	eV
total charge	+1

# 2
# C3H7IN4

An isolated molecule of C3H7IN4 (wB97M-V/def2-TZVPD, OMol25).

Last column: Löwdin charge in e.
Geometry (Å):
H: -1.8320 -3.6460 0.7094  0.076
N: -1.5656 -2.8937 0.0374  0.088
N: -1.4327 -1.7794 0.5145  -0.168
C: -1.3574 -0.6471 -0.2952  -0.740
I: -3.3477 0.3817 0.0173  0.609
N: -0.2235 0.0815 0.0498  -0.240
C: 0.5515 0.8460 -0.9129  -0.011
N: 0.1225 -0.3650 1.2186  -0.037
C: 1.1191 -0.0104 1.8267  -0.045
H: -1.3088 -0.7981 -1.4011  0.093
H: 1.0013 0.1776 -1.5853  0.077
H: 0.2282 1.8170 -1.3951  0.121
H: 1.2766 1.2215 -0.2464  0.044
H: 1.3322 -0.4408 2.8182  0.075
H: 1.8174 0.7838 1.6372  0.058

Computed properties:
highest occupied orbital energy	-8.44	eV

# 3
# C47H52FN5O4PrSSb

A structure of composition C47H52FN5O4PrSSb (wB97M-V/def2-TZVPD, OMol25).

Last column: Löwdin charge in e.
Geometry (Å):
Pr: -0.2875 -0.4371 -0.1731  1.041
N: -2.7604 -0.5834 -1.3627  0.000
N: -2.8903 -1.6546 -2.2297  -0.012
C: -1.8729 -2.6556 -2.1834  -0.689
O: -1.9265 -3.6728 -2.8824  -0.008
O: -0.8553 -2.3553 -1.4646  -0.216
H: -3.4608 -0.7466 -0.6489  0.059
H: -2.9355 0.2817 -1.8749  0.114
H: -3.3305 -1.4861 -3.1269  0.132
C: 3.0455 1.7732 -1.8009  -0.052
C: 3.9181 1.2145 -0.6648  -0.348
C: 5.3377 1.6502 -0.8636  -0.111
C: 3.8863 -0.3163 -0.4092  -0.079
C: 5.0065 -0.7271 0.3304  -0.093
C: 5.1795 -2.0311 0.7705  -0.110
C: 4.2656 -3.0116 0.3792  -0.070
C: 3.1785 -2.7163 -0.4540  -0.121
C: 2.2942 -3.9225 -0.8768  -0.346
C: 1.8343 -3.9511 -2.3166  -0.064
C: 1.1423 -4.0885 0.1377  -0.048
C: 2.9844 -1.3610 -0.8680  -0.196
N: 1.8737 -1.0659 -1.6721  -0.018
C: 1.9499 -0.9981 -3.0704  -0.230
C: 3.0734 -1.4140 -3.8263  -0.080
C: 3.1083 -1.1332 -5.1665  -0.149
C: 2.0928 -0.4526 -5.8499  -0.141
C: 0.9215 -0.1349 -5.1363  -0.039
C: 0.7972 -0.5025 -3.8028  -0.186
F: -0.3855 -0.2569 -3.1847  0.033
H: 3.1646 2.8730 -1.9279  0.086
H: 1.9528 1.7441 -1.5936  0.061
H: 3.2572 1.1770 -2.6929  0.078
H: 3.5548 1.6579 0.2259  0.100
H: 6.1751 0.9441 -0.7643  0.066
H: 5.6546 2.4353 -0.1451  0.081
H: 5.4387 2.1582 -1.8418  0.075
H: 5.6029 0.0894 0.7180  0.087
H: 6.0613 -2.3212 1.4017  0.104
H: 4.3808 -4.0407 0.7492  0.102
H: 2.9333 -4.8197 -0.7031  0.119
H: 0.8639 -3.4919 -2.4293  0.058
H: 1.7076 -5.0057 -2.5716  0.075
H: 2.6222 -3.5698 -2.9778  0.064
H: 1.5016 -4.2027 1.1414  0.064
H: 0.6183 -4.9811 -0.1706  0.078
H: 0.4295 -3.2505 0.1733  0.047
H: 3.9665 -1.8298 -3.2855  0.129
H: 3.9883 -1.4278 -5.7490  0.088
H: 2.2010 -0.1040 -6.8605  0.067
H: 0.0396 0.2576 -5.6456  0.105
O: -0.6064 3.8360 -1.4173  0.033
C: -0.5680 2.7842 -0.8102  -0.556
O: -0.3221 1.6109 -1.4044  -0.209
C: -0.8236 2.7543 0.6444  -0.185
C: -0.7133 3.9245 1.3892  0.001
C: -1.1120 3.8521 2.7122  -0.068
C: -1.6349 2.6755 3.2504  -0.063
C: -1.5712 1.5130 2.4953  -0.125
N: -1.0957 1.5556 1.2124  0.012
H: -0.2975 4.8562 1.0035  0.123
H: -0.9944 4.7280 3.3515  0.102
H: -2.1609 2.6234 4.2226  0.110
H: -1.9341 0.5274 2.8724  0.109
S: 1.5447 0.2447 2.5342  0.571
C: 3.1298 0.0588 3.1716  -0.739
C: 3.9887 1.2030 3.2391  -0.150
C: 5.3178 1.0945 3.7075  -0.138
C: 5.8354 -0.1090 4.2189  -0.138
C: 4.9803 -1.2390 4.1522  -0.144
C: 3.7119 -1.1726 3.6069  -0.141
H: 3.6389 2.1789 2.9018  0.082
H: 5.9401 1.9768 3.6160  0.077
H: 6.8687 -0.1790 4.6501  0.087
H: 5.3710 -2.1743 4.5734  0.089
H: 3.0405 -2.0196 3.5882  0.087
C: -4.9052 6.4274 -4.4071  -0.427
Sb: -3.5910 5.2118 -3.2262  1.218
C: -3.8358 5.6114 -1.0994  -0.344
C: -1.6165 6.2996 -3.3652  -0.307
H: -4.8645 7.4136 -3.9524  -0.030
H: -5.9481 6.0436 -4.3326  -0.011
H: -4.6134 6.4928 -5.4922  0.006
H: -3.4436 6.5694 -0.8696  -0.026
H: -3.2113 4.8543 -0.6886  -0.046
H: -4.9237 5.4636 -0.8219  0.013
H: -1.7369 7.2982 -2.9668  -0.025
H: -1.2384 6.4069 -4.4174  0.008
H: -0.9491 5.8351 -2.6875  -0.052
N: -1.8096 -1.2473 1.4282  -0.015
C: -2.7906 -1.7621 1.9646  -0.379
C: -4.1699 -1.7808 1.3246  -0.211
C: -4.6018 -2.9478 0.6572  -0.015
C: -5.8523 -2.9700 0.0192  -0.089
C: -6.7388 -1.9063 0.1260  -0.125
C: -6.2756 -0.7135 0.6651  -0.089
C: -5.0277 -0.6857 1.3359  -0.053
C: -2.7820 -2.2768 3.3887  -0.135
C: -1.5575 -2.7152 3.9367  -0.038
C: -1.4433 -3.1460 5.2042  -0.104
C: -2.5769 -3.2310 6.0000  -0.120
C: -3.7805 -2.7921 5.5021  -0.124
C: -3.9254 -2.3553 4.1893  -0.042
H: -3.8315 -3.6870 0.5630  0.118
H: -6.1235 -3.8814 -0.5255  0.101
H: -7.7784 -2.0522 -0.2040  0.097
H: -6.9796 0.1390 0.7293  0.099
H: -4.6716 0.1502 1.8601  0.094
H: -0.6261 -2.5826 3.4434  0.098
H: -0.4358 -3.3758 5.6031  0.116
H: -2.5392 -3.6542 6.9936  0.088
H: -4.6924 -2.8679 6.1318  0.100
H: -4.9457 -2.2264 3.7494  0.120

Computed properties:
highest occupied orbital energy (spin up / spin down)	-1.62 / -1.62	eV
⟨S²⟩	2.00
2S+1	3
total charge	-2

Energy relative to the best compared isomer or geometry (same formula, charge and spin) for every record listed, in sequence, given in kJ/mol: 86.8, 90.0, 56.7.
Maximum force for every record listed, in sequence, given in eV Å⁻¹: 4.27, 4.74, 4.12.